Entry 1:
Computed, not measured: 5 unconnected molecules or ions with the total composition C27H64FINO2PS2, with ωB97M-V with the def2-TZVPD basis set.

ORCA input file:
```
! wB97M-V def2-TZVPD RIJCOSX def2/J DEFGRID3
* xyz 0 1
O -3.618 -2.882 -5.894
S -2.435 -2.654 -6.642
O -2.435 -2.414 -8.032
F -1.762 -1.425 -5.963
N -1.416 -3.896 -6.306
C -1.478 -4.417 -4.900
C -1.278 -3.386 -3.796
C 0.109 -2.742 -3.737
I 1.621 -4.162 -3.204
P 0.157 -3.902 -7.060
S 0.942 -2.253 -7.666
H -0.701 -5.183 -4.804
H -2.447 -4.913 -4.792
H -1.433 -3.912 -2.843
H -2.051 -2.608 -3.834
H 0.125 -2.012 -2.923
H 0.411 -2.229 -4.654
H -0.015 -4.857 -8.067
H 0.903 -4.567 -6.083
C -1.112 1.547 -5.021
C 0.218 1.363 -4.301
C 0.073 1.186 -2.789
C -0.589 2.360 -2.066
C 0.081 3.717 -2.274
C 1.519 3.783 -1.772
H -1.630 2.444 -4.677
H -0.965 1.646 -6.098
H -1.771 0.696 -4.850
H 0.868 2.216 -4.515
H 0.732 0.486 -4.708
H 1.061 0.994 -2.359
H -0.522 0.288 -2.587
H -0.616 2.134 -0.994
H -1.634 2.437 -2.382
H -0.513 4.474 -1.753
H 0.054 3.988 -3.333
H 1.572 3.550 -0.706
H 1.937 4.780 -1.919
H 2.163 3.080 -2.304
C -2.705 -1.006 -0.773
C -1.388 -0.652 -0.088
C -1.250 -1.232 1.318
C -2.297 -0.738 2.318
C -2.347 0.779 2.495
C -1.048 1.371 3.031
H -3.564 -0.613 -0.227
H -2.744 -0.591 -1.782
H -2.825 -2.089 -0.849
H -1.272 0.435 -0.060
H -0.562 -1.027 -0.699
H -0.248 -1.008 1.696
H -1.311 -2.324 1.260
H -2.095 -1.202 3.289
H -3.287 -1.093 2.018
H -3.158 1.018 3.188
H -2.606 1.262 1.548
H -0.790 0.930 3.997
H -1.139 2.449 3.170
H -0.212 1.200 2.350
C 6.753 -0.684 0.434
C 6.686 -0.032 -0.944
C 5.416 0.785 -1.172
C 4.116 -0.018 -1.102
C 4.028 -1.190 -2.077
C 4.099 -0.775 -3.544
H 5.935 -1.390 0.586
H 7.686 -1.233 0.561
H 6.697 0.069 1.223
H 6.781 -0.800 -1.717
H 7.549 0.628 -1.067
H 5.485 1.286 -2.142
H 5.370 1.584 -0.425
H 3.278 0.661 -1.290
H 3.971 -0.393 -0.084
H 3.083 -1.709 -1.906
H 4.816 -1.917 -1.862
H 3.295 -0.076 -3.790
H 3.999 -1.642 -4.200
H 5.047 -0.292 -3.783
C -1.067 1.222 10.088
C -1.092 1.754 8.659
C -2.337 2.577 8.335
C -3.659 1.814 8.445
C -3.751 0.564 7.571
C -3.635 0.859 6.078
H -1.905 0.550 10.283
H -0.150 0.665 10.282
H -1.120 2.041 10.809
H -1.000 0.920 7.957
H -0.211 2.382 8.498
H -2.237 2.991 7.328
H -2.378 3.439 9.009
H -4.475 2.494 8.179
H -3.834 1.532 9.487
H -4.710 0.075 7.764
H -2.981 -0.155 7.862
H -4.420 1.546 5.755
H -3.730 -0.059 5.494
H -2.671 1.305 5.828
*
```

Output
- HOMO-LUMO gap (eV) = 9.531
- LUMO level (eV) = 0.18
- molecular weight (g mol⁻¹) = 675.824
- SMILES = O=S(=O)(F)N(CCCI)[PH2]=S.CCCCCC.CCCCCC.CCCCCC.CCCCCC

---

Entry 2:
Computed, not measured: a molecular structure, C27H64N8O8V, with ωB97M-V with the def2-TZVPD basis set.

ORCA input file:
```
! wB97M-V def2-TZVPD RIJCOSX def2/J DEFGRID3
* xyz 2 2
O 0.810 0.562 1.008
V 0.195 0.616 -0.454
C 1.005 -1.445 3.712
C 0.521 -1.599 5.133
N 0.062 -2.918 5.548
C -0.953 -3.484 4.669
C -2.196 -2.632 4.613
C 1.141 -3.886 5.778
C 2.084 -3.478 6.901
H 0.232 -1.601 2.956
H 1.768 -2.209 3.520
H 1.439 -0.463 3.530
H 1.320 -1.275 5.799
H -0.272 -0.878 5.364
H -1.230 -4.451 5.091
H -0.566 -3.666 3.648
H -2.612 -2.517 5.612
H -2.943 -3.131 3.992
H -2.017 -1.650 4.172
H 0.653 -4.809 6.098
H 1.712 -4.099 4.857
H 2.610 -2.547 6.684
H 1.508 -3.324 7.813
H 2.845 -4.237 7.070
C 3.542 1.623 -1.198
O 2.509 1.059 -0.864
N 4.682 1.020 -1.543
C 5.797 1.769 -2.117
C 4.859 -0.402 -1.396
H 3.621 2.722 -1.221
H 6.674 1.691 -1.476
H 5.518 2.811 -2.248
H 6.033 1.360 -3.101
H 3.996 -0.810 -0.869
H 4.910 -0.897 -2.371
H 5.745 -0.633 -0.807
C 1.740 -2.123 -1.657
O 1.122 -1.236 -1.068
N 2.290 -3.159 -1.052
C 2.928 -4.230 -1.814
C 2.119 -3.377 0.381
H 1.925 -2.088 -2.736
H 3.034 -3.954 -2.860
H 2.328 -5.144 -1.770
H 3.895 -4.468 -1.372
H 1.653 -2.496 0.819
H 1.487 -4.246 0.554
H 3.095 -3.491 0.852
C 1.110 4.029 0.669
O 0.622 3.074 0.087
N 0.756 5.308 0.502
C 1.455 6.384 1.191
C -0.324 5.685 -0.385
H 1.918 3.909 1.408
H 1.997 7.014 0.479
H 2.159 5.965 1.905
H 0.751 7.035 1.711
H -0.881 4.796 -0.682
H -1.023 6.338 0.141
H 0.047 6.185 -1.282
C -2.434 2.368 0.597
O -1.650 1.625 0.018
N -3.682 2.589 0.202
C -4.544 3.533 0.900
C -4.212 1.942 -0.979
H -2.166 2.905 1.514
H -4.101 3.814 1.852
H -5.498 3.056 1.122
H -4.704 4.422 0.292
H -5.251 1.672 -0.798
H -4.162 2.605 -1.845
H -3.631 1.042 -1.175
C -1.816 -1.188 -2.837
O -1.307 -0.348 -2.112
N -1.398 -1.472 -4.076
C -2.152 -2.333 -4.957
C -0.286 -0.719 -4.643
H -2.679 -1.797 -2.519
H -2.861 -2.929 -4.388
H -1.468 -3.002 -5.481
H -2.710 -1.766 -5.705
H 0.203 -1.307 -5.413
H -0.650 0.215 -5.088
H 0.395 -0.412 -3.853
C -2.192 -1.538 0.893
O -1.163 -0.980 0.530
N -2.472 -2.822 0.684
C -3.771 -3.386 1.018
C -1.622 -3.643 -0.159
H -2.996 -0.992 1.406
H -3.638 -4.328 1.550
H -4.323 -3.599 0.099
H -4.329 -2.693 1.640
H -0.732 -3.082 -0.427
H -1.339 -4.546 0.386
H -2.181 -3.946 -1.048
C 0.296 2.961 -2.775
O 0.164 1.831 -2.320
N -0.557 3.540 -3.618
C -0.256 4.819 -4.248
C -1.767 2.872 -4.026
H 1.153 3.594 -2.512
H -1.098 5.499 -4.129
H -0.046 4.679 -5.309
H 0.621 5.269 -3.786
H -1.840 1.934 -3.477
H -2.631 3.507 -3.837
H -1.721 2.631 -5.092
*
```

Output
- HOMO-LUMO gap (spin up / spin down) (eV) = 6.919 / 7.472
- LUMO level (spin up / spin down) (eV) = -4.58 / -4.02
- molecular weight (g mol⁻¹) = 679.801
- energy relative to the best compared isomer or geometry (same formula, charge and spin) (kcal/mol) = 0.0

---

> Which of these has the lowest molecular weight?

C27H64FINO2PS2